91
Properties=species:S:1:pos:R:3:forces:R:3:mulliken_charge:R:1 method="wB97M-V/def2-TZVPD" charge=-2 de_lowest_kcal_mol=28.9 total_energy_ev=-157241.27322 homo_energy_ev=-2.17 spin_multiplicity=1
Ca -0.5823 -0.4017 -0.1665 0.4 0.7 0.9 1.55
O 3.9778 2.1707 1.1343 0.1 0.5 -0.1 -0.84
C 3.5593 1.2611 0.4106 -0.1 -0.8 0.4 -0.15
O 2.7332 0.3512 0.7149 0.0 0.2 -0.4 -0.55
C 4.1958 1.0887 -0.9751 -0.5 0.0 -0.2 0.16
C 5.4430 1.6576 -1.2108 0.1 -0.1 0.0 -0.47
C 6.1170 1.4217 -2.3948 0.1 0.0 0.0 -0.54
C 5.5382 0.6153 -3.3642 0.1 0.0 -0.1 -0.83
C 4.2774 0.0840 -3.1610 -0.1 0.0 0.0 -0.28
C 3.5713 0.3269 -1.9807 0.2 0.6 0.3 0.36
P 1.8878 -0.4148 -1.7222 1.3 -0.3 -0.6 2.10
C 2.6230 -2.1079 -1.5488 -0.1 -0.2 -0.1 0.82
C 2.7169 -3.0054 -2.6092 0.0 0.0 0.0 -0.15
C 3.2975 -4.2540 -2.4342 0.0 -0.1 -0.1 -0.73
C 3.8104 -4.6270 -1.2026 0.0 0.0 0.0 -0.53
C 3.7368 -3.7348 -0.1428 0.0 0.0 0.0 -0.74
C 3.1472 -2.4915 -0.3124 -0.1 0.1 0.1 -0.69
C 1.2732 -0.3966 -3.4848 -0.4 0.3 0.2 0.04
C 0.2576 -1.2792 -3.8693 0.1 -0.1 0.2 -0.20
C -0.4584 -1.0862 -5.0411 0.0 0.0 -0.1 -0.83
C -0.1932 0.0059 -5.8551 0.0 0.0 0.0 -0.68
C 0.7775 0.9187 -5.4671 0.0 0.0 -0.1 -0.88
C 1.4895 0.7250 -4.2928 0.1 -0.1 0.1 -0.80
H 5.8801 2.2693 -0.4311 -0.1 0.0 0.0 0.50
H 7.0985 1.8513 -2.5628 0.0 0.0 0.0 0.36
H 6.0712 0.4061 -4.2852 0.0 0.0 0.0 0.40
H 3.8291 -0.5240 -3.9366 0.0 0.0 0.0 0.39
H 2.3236 -2.7395 -3.5820 0.0 0.0 0.0 0.24
H 3.3364 -4.9451 -3.2692 0.0 0.0 0.0 0.39
H 4.2602 -5.6041 -1.0682 0.0 0.0 0.0 0.35
H 4.1292 -4.0124 0.8287 0.0 0.0 0.0 0.42
H 3.0894 -1.8005 0.5163 0.0 0.1 0.1 0.50
H 0.0135 -2.1090 -3.2156 -0.1 0.0 0.0 0.15
H -1.2451 -1.7828 -5.3082 0.0 0.0 0.0 0.44
H -0.7545 0.1573 -6.7698 0.0 0.0 0.0 0.38
H 0.9706 1.7959 -6.0750 0.0 0.0 0.0 0.37
H 2.2198 1.4673 -3.9929 0.0 0.0 0.0 0.48
C -5.0011 -0.2945 1.4769 0.2 -0.1 0.1 -0.88
Si -3.3449 -0.9680 2.1331 -0.4 -0.3 0.1 0.05
C -3.0729 -2.7057 1.4416 0.1 0.3 -0.1 -0.50
C -3.5879 -1.2895 4.0095 0.1 0.2 -0.2 -1.41
N -2.0495 0.0526 1.7032 0.0 0.1 0.2 0.21
C -1.8240 1.2808 2.2020 0.0 0.0 0.1 0.34
C -2.5490 1.9355 3.2355 0.0 -0.1 -0.1 -0.59
C -2.2035 3.1874 3.7114 0.0 0.1 0.0 -0.92
C -1.1236 3.8906 3.1900 -0.1 0.0 0.0 -0.61
C -0.3975 3.3060 2.1552 0.1 0.0 -0.1 -0.98
C -0.7579 2.0658 1.7014 -0.2 0.4 0.4 0.00
F -0.0274 1.5237 0.6645 0.4 1.1 0.6 0.51
H -5.7554 -1.0810 1.3914 0.0 0.0 0.0 0.30
H -4.8448 0.1260 0.4808 0.0 0.0 0.0 0.12
H -5.4054 0.4985 2.1127 0.0 0.0 0.0 0.34
H -4.0227 -3.2416 1.3641 0.0 0.0 0.0 0.48
H -2.4052 -3.2921 2.0772 0.0 0.0 0.0 0.19
H -2.6419 -2.6525 0.4409 -0.1 -0.1 0.0 -0.19
H -4.1404 -2.2201 4.1666 0.0 0.0 -0.1 0.37
H -4.1310 -0.4904 4.5209 0.0 0.0 0.0 0.36
H -2.6137 -1.3956 4.4953 0.0 0.0 0.0 0.34
H -3.3994 1.4155 3.6595 0.0 0.0 0.0 0.17
H -2.7887 3.6265 4.5134 0.0 0.0 0.0 0.36
H -0.8485 4.8632 3.5760 0.0 0.0 0.0 0.37
H 0.4548 3.8028 1.7078 0.0 -0.1 0.0 0.42
Cl 0.8026 -7.3433 2.0516 0.0 -0.1 0.1 -0.30
C 0.5072 -5.8519 1.1934 0.0 0.1 -0.1 0.27
C 0.5661 -4.6474 1.8733 0.0 0.0 0.1 -1.00
C 0.3470 -3.4750 1.1822 0.0 -0.3 -0.4 1.25
Cl 0.4287 -1.9552 2.0000 0.3 -0.1 0.4 -0.17
C 0.0480 -3.4234 -0.2098 0.3 -0.5 0.0 -1.29
O -0.1153 -2.3301 -0.8438 0.2 -1.6 -0.2 1.08
C -0.0204 -4.7048 -0.8229 0.0 0.1 0.1 0.58
Cl -0.4333 -4.7659 -2.5061 0.0 0.0 -0.2 -0.26
C 0.2085 -5.8922 -0.1573 0.0 0.1 0.1 -0.78
H 0.7878 -4.6243 2.9315 0.0 0.0 0.0 0.44
H 0.1533 -6.8320 -0.6877 0.0 0.0 0.0 0.43
Cl -5.0651 -1.8176 -2.0149 0.0 -0.1 0.0 -0.28
C -4.2427 -0.3650 -2.5001 0.3 -0.1 0.2 0.74
C -4.8645 0.4918 -3.4019 0.2 0.2 -0.1 -0.59
C -4.2466 1.6514 -3.8021 -0.3 -0.2 -0.1 0.74
Cl -5.0838 2.7076 -4.9212 0.0 0.1 -0.1 -0.34
C -2.9709 2.0001 -3.3216 0.2 -0.1 0.3 0.22
C -2.2695 3.1816 -3.6432 0.1 0.0 0.1 -1.04
C -1.0388 3.4121 -3.0904 -0.1 0.1 -0.1 -1.23
C -0.4804 2.4518 -2.2322 0.0 -0.1 0.0 -0.67
N -1.1072 1.3465 -1.9127 0.0 0.2 0.0 0.68
C -2.3358 1.1085 -2.4135 -0.3 0.1 -0.3 -0.58
C -2.9646 -0.1198 -1.9507 -0.6 0.0 -0.2 -0.46
O -2.3910 -0.8693 -1.1145 -1.5 -0.2 -1.0 -0.72
H -5.8429 0.2341 -3.7835 0.0 0.0 0.0 0.45
H -2.7196 3.9013 -4.3143 0.0 0.0 0.0 0.40
H -0.4949 4.3229 -3.3041 0.0 0.0 0.0 0.44
H 0.5112 2.5818 -1.8089 0.0 0.1 0.0 0.64

93
Properties=species:S:1:pos:R:3:forces:R:3:mulliken_charge:R:1 method="wB97M-V/def2-TZVPD" de_lowest_kcal_mol=81.8 total_energy_ev=-282195.31503 homo_energy_ev="-6.80 / -6.76" spin_multiplicity=2
Ru 0.4554 0.1573 0.1838 -0.5 2.4 -2.1 0.30
S -1.2027 1.7619 0.4777 0.2 -0.5 0.3 -0.29
C -1.2314 3.0562 -0.7159 -0.1 -0.1 0.1 0.98
C -2.2932 3.9634 -0.5786 -0.1 0.1 0.0 -1.02
C -2.4322 5.0290 -1.4467 0.0 0.0 0.0 -0.64
C -1.5194 5.2270 -2.4820 0.0 0.0 0.1 -0.91
C -0.4707 4.3387 -2.6253 0.0 0.0 0.1 -0.49
C -0.3243 3.2677 -1.7431 0.1 0.0 -0.2 -0.51
As 1.1193 2.0127 -1.8760 -0.2 -0.1 0.9 1.98
C 1.5670 2.1170 -3.7873 -0.1 -0.5 -0.1 0.36
C 2.5158 3.0168 -4.2665 -0.1 0.1 -0.1 -0.32
C 2.7893 3.1001 -5.6270 0.0 0.0 0.0 -0.80
C 2.1218 2.2862 -6.5295 0.0 0.0 0.0 -0.62
C 1.1698 1.3901 -6.0634 0.0 0.0 0.1 -0.75
C 0.8972 1.3037 -4.7036 0.2 0.1 -0.1 -0.31
C 2.6037 3.1126 -1.2308 0.3 -0.3 0.0 0.73
C 2.3917 4.2162 -0.4166 0.0 0.1 0.0 -1.01
C 3.4724 4.9545 0.0590 -0.1 0.0 0.0 -0.63
C 4.7691 4.5957 -0.2747 0.0 0.0 0.0 -0.71
C 4.9919 3.4830 -1.0788 -0.1 0.0 0.0 -0.94
C 3.9155 2.7414 -1.5430 0.0 0.1 0.1 -0.42
H -3.0125 3.8068 0.2179 0.0 0.0 0.0 0.55
H -3.2651 5.7108 -1.3217 0.0 0.0 0.0 0.37
H -1.6291 6.0587 -3.1667 0.0 0.0 0.0 0.40
H 0.2413 4.4788 -3.4289 0.0 0.0 0.0 0.45
H 3.0353 3.6760 -3.5899 0.0 0.0 0.0 0.51
H 3.5266 3.8124 -5.9783 0.0 0.0 0.0 0.42
H 2.3348 2.3574 -7.5894 0.0 0.0 0.0 0.38
H 0.6283 0.7608 -6.7602 0.0 0.0 0.0 0.45
H 0.1280 0.6321 -4.3626 0.1 0.1 -0.1 0.02
H 1.3823 4.5108 -0.1588 0.0 0.0 0.0 0.38
H 3.2937 5.8115 0.6978 0.0 0.0 0.0 0.41
H 5.6062 5.1735 0.0982 0.0 0.0 0.0 0.38
H 6.0032 3.1909 -1.3389 0.0 0.0 0.0 0.43
H 4.0992 1.8773 -2.1740 0.0 0.0 0.0 0.63
S 4.0361 1.8806 2.3295 0.2 0.0 -0.1 -0.27
C 2.6386 2.6262 2.9599 -0.1 0.1 0.1 -0.65
C 1.5079 2.2394 2.3116 -0.1 -0.1 -0.1 -1.66
C 1.7452 1.2850 1.2682 0.0 -0.2 0.2 1.99
C 3.0899 1.0111 1.1733 0.2 -0.2 -0.2 0.91
C 3.6649 0.1442 0.1481 -0.2 0.3 0.3 -0.33
C 5.0191 -0.1773 0.0381 0.1 0.0 0.0 -0.94
C 5.4352 -0.9790 -1.0069 0.0 0.0 0.0 -0.93
C 4.5036 -1.4454 -1.9313 0.1 0.0 0.0 -1.05
C 3.1837 -1.0799 -1.7495 -0.1 0.1 0.0 -0.72
N 2.7732 -0.3118 -0.7423 0.1 -0.4 0.2 1.93
H 2.7287 3.3212 3.7836 0.0 0.0 -0.1 0.50
H 0.5183 2.6020 2.5572 0.0 0.0 0.0 0.50
H 5.7248 0.2050 0.7672 0.0 0.0 -0.1 0.51
H 6.4828 -1.2333 -1.1141 0.0 0.0 0.0 0.45
H 4.7939 -2.0663 -2.7692 0.0 0.0 0.0 0.52
H 2.4110 -1.3983 -2.4431 0.0 0.0 0.0 0.15
Br -3.3499 -3.1786 -0.9464 -0.3 0.1 0.3 -0.04
C -3.9531 -3.2146 0.8676 -0.1 0.0 0.0 0.57
C -4.9553 -4.1490 1.0995 0.0 0.0 0.0 -0.92
C -5.5398 -4.2511 2.3494 0.0 0.0 0.0 -0.39
C -5.1294 -3.3982 3.3604 0.1 0.1 0.0 -0.74
C -4.1405 -2.4614 3.1048 0.0 -0.1 0.0 -0.63
C -3.5085 -2.3459 1.8627 0.0 0.0 0.1 0.27
C -2.4014 -1.2698 1.7649 -0.3 0.0 -0.3 0.26
O -2.5078 -0.3146 2.5449 0.1 -0.2 0.0 -0.72
O -1.4933 -1.4754 0.9090 0.1 0.0 0.3 -0.31
H -5.2781 -4.7899 0.2913 0.0 0.0 0.0 0.40
H -6.3207 -4.9823 2.5206 0.0 0.0 0.0 0.37
H -5.5841 -3.4551 4.3417 0.0 0.0 0.0 0.38
H -3.8221 -1.7698 3.8719 0.0 0.0 0.0 0.41
C -1.1796 -4.1710 -3.3591 0.0 0.1 0.0 -1.01
N -1.0614 -2.8079 -2.8890 0.3 0.1 -0.2 0.36
C -1.4565 -1.6547 -3.6610 0.1 -0.2 0.0 -0.28
C -1.1263 -0.5195 -2.7009 -0.1 -0.1 0.4 -0.72
O -1.3864 0.6348 -2.9327 0.0 0.2 0.2 -0.66
N -0.4990 -1.0379 -1.5768 0.0 -0.2 -0.5 1.69
C -0.5397 -2.3646 -1.7291 0.0 -0.3 0.2 -1.32
N -0.0990 -3.1991 -0.7819 0.4 0.1 -0.1 0.08
H -2.1912 -4.3499 -3.7263 0.0 0.0 0.0 0.35
H -0.9915 -4.8773 -2.5544 0.0 0.0 0.0 0.34
H -0.4723 -4.3765 -4.1664 0.0 0.0 0.0 0.28
H -2.5166 -1.6615 -3.9151 0.0 0.0 0.0 0.36
H -0.8681 -1.5483 -4.5778 0.0 0.0 0.0 0.37
H -0.1036 -2.7511 0.1291 -0.1 0.0 0.1 -0.04
H -0.4695 -4.1335 -0.7847 0.0 0.0 0.0 0.31
Se -0.2350 -0.5954 4.3015 -0.8 0.9 0.6 0.27
N 0.6597 -2.0103 4.8131 0.1 -0.2 0.0 -0.90
C 1.3099 -2.4268 3.7395 0.5 -0.5 -0.1 0.54
C 2.1357 -3.5966 3.6227 -0.4 0.4 0.6 -0.67
C 2.6800 -3.8471 2.4220 0.2 0.1 -1.0 -1.10
C 2.4141 -2.9697 1.2940 0.8 -1.1 0.1 -0.14
N 1.6958 -1.9118 1.3472 -0.5 0.5 0.6 0.61
C 1.1521 -1.6203 2.5731 0.4 -0.1 -0.4 0.03
N 0.3943 -0.5552 2.6770 -0.1 -0.4 -0.3 0.33
H 2.2988 -4.2463 4.4739 -0.1 0.1 0.0 0.46
H 3.3086 -4.7154 2.2731 0.0 0.0 -0.1 0.42
H 2.8422 -3.2042 0.3201 0.0 -0.1 0.1 0.45